Entry from the OMol25 dataset: a molecular structure, C29H25AsIrN4O9 (wB97M-V/def2-TZVPD).

Results
Energy relative to the best compared isomer or geometry (same formula, charge and spin) (kcal/mol): 0.0
Charge: +2
Highest occupied orbital energy (alpha / beta) (eV): -14.42 / -14.42
Gap between HOMO and LUMO (alpha / beta) (eV): 7.48 / 6.53
LUMO energy (alpha / beta) (eV): -6.94 / -7.89
Multiplicity: 2
F_max (Eh/bohr): 0.009

Element x y z (Å)
1 Ir -2.02 -1.86 -1.21
2 C -4.10 -2.09 -1.97
3 C -3.34 -1.37 -2.91
4 C -2.15 -1.94 -3.46
5 C -1.70 -3.18 -3.01
6 C -2.44 -3.89 -2.01
7 C -3.64 -3.36 -1.51
8 H -4.98 -1.65 -1.53
9 H -3.63 -0.36 -3.19
10 H -1.56 -1.35 -4.16
11 H -0.75 -3.56 -3.36
12 H -2.04 -4.80 -1.59
13 H -4.18 -3.87 -0.73
14 O -0.62 -0.50 1.55
15 C -1.77 -0.87 1.69
16 N -2.58 -1.43 0.70
17 C -3.87 -1.65 1.24
18 O -4.81 -2.10 0.63
19 C -3.84 -1.24 2.66
20 C -4.84 -1.27 3.61
21 C -4.50 -0.82 4.89
22 C -3.21 -0.37 5.17
23 C -2.22 -0.34 4.20
24 C -2.57 -0.79 2.94
25 H -5.83 -1.63 3.38
26 H -5.24 -0.83 5.67
27 H -2.99 -0.03 6.18
28 H -1.23 0.02 4.42
29 C 2.50 -0.38 2.91
30 As 2.16 0.08 1.10
31 C 3.81 0.29 0.16
32 C 1.04 1.66 0.90
33 C 2.03 2.78 1.03
34 C 2.53 3.40 -0.12
35 C 3.49 4.39 -0.01
36 C 3.97 4.76 1.24
37 C 3.48 4.15 2.38
38 C 2.51 3.16 2.28
39 H 3.28 0.28 3.29
40 H 2.85 -1.41 2.93
41 H 1.58 -0.27 3.48
42 H 4.41 1.00 0.73
43 H 3.64 0.69 -0.84
44 H 4.32 -0.67 0.12
45 H 0.31 1.60 1.70
46 H 0.52 1.65 -0.06
47 H 2.13 3.13 -1.09
48 H 3.86 4.89 -0.90
49 H 4.72 5.54 1.32
50 H 3.83 4.46 3.36
51 H 2.10 2.71 3.18
52 O 3.69 0.64 -5.15
53 N 3.60 -0.15 -4.24
54 O 4.43 -0.98 -3.91
55 C 2.37 -0.11 -3.43
56 C 1.40 0.85 -3.72
57 C 0.27 0.88 -2.94
58 C 0.02 -0.02 -1.90
59 O -1.11 -0.02 -1.25
60 C 1.06 -0.94 -1.64
61 C 2.22 -1.01 -2.40
62 N 0.88 -1.81 -0.52
63 O -0.16 -2.53 -0.40
64 O 1.56 -1.59 0.62
65 N -0.80 1.86 -3.19
66 O -1.45 1.69 -4.20
67 O -0.94 2.72 -2.36
68 H 1.55 1.54 -4.54
69 H 2.99 -1.74 -2.20

These are the Mulliken partial charges, in e, on atoms 1 to 6: 1.816, -0.601, -0.294, -0.369, -0.344, -0.686